Formula: C16H28N4
Source: the OMol25 dataset
Level of theory: ωB97M-V/def2-TZVPD

```
48
Properties=species:S:1:pos:R:3:mulliken_charge:R:1
C -19.854 -21.916 -0.503 -1.033
C -20.301 -22.303 0.905 -0.282
C -19.578 -21.515 1.988 -0.460
C -19.772 -20.065 1.866 0.230
N -19.920 -18.934 1.758 -0.417
H -20.182 -22.623 -1.264 0.294
H -18.769 -21.799 -0.556 0.384
H -20.290 -20.948 -0.764 0.237
H -20.165 -23.368 1.088 0.332
H -21.368 -22.081 0.988 0.127
H -18.500 -21.687 1.999 0.296
H -19.966 -21.810 2.967 0.288
C -26.407 -17.615 -5.949 -1.161
C -26.161 -17.034 -4.557 -0.515
C -26.529 -17.939 -3.362 -0.294
C -26.555 -19.360 -3.643 0.318
N -26.585 -20.486 -3.855 -0.548
H -25.711 -17.195 -6.672 0.326
H -27.429 -17.434 -6.287 0.330
H -26.282 -18.700 -5.986 0.329
H -26.693 -16.086 -4.480 0.301
H -25.105 -16.775 -4.459 0.317
H -27.495 -17.674 -2.917 0.343
H -25.841 -17.745 -2.534 0.292
C -21.183 -20.596 -4.140 -1.044
C -22.585 -21.070 -4.487 -0.521
C -23.317 -21.684 -3.310 -0.263
C -23.371 -20.801 -2.141 0.183
N -23.467 -20.054 -1.273 -0.525
H -20.768 -20.000 -4.951 0.369
H -20.549 -21.483 -4.061 0.258
H -21.158 -20.035 -3.209 0.283
H -22.503 -21.861 -5.239 0.350
H -23.201 -20.302 -4.959 0.211
H -22.821 -22.611 -3.005 0.406
H -24.359 -21.935 -3.522 0.309
C -25.897 -20.477 1.382 -1.210
C -26.558 -20.521 0.017 0.033
C -26.681 -21.939 -0.588 0.204
C -27.020 -22.981 0.376 0.032
N -27.299 -23.803 1.123 -0.444
H -25.966 -19.469 1.791 0.369
H -24.845 -20.753 1.323 0.185
H -26.413 -21.154 2.063 0.409
H -26.004 -19.932 -0.714 -0.152
H -27.551 -20.066 0.060 0.381
H -25.757 -22.189 -1.108 -0.182
H -27.477 -21.962 -1.338 0.325
```

LUMO level ... 0.6 eV
Spin multiplicity ... 1
Energy above the lowest of the compared OMol25 structures with the same formula, charge and spin ... 3.5 kcal per mole
HOMO level ... -0.4118 Eh
E_tot ... -23005.6872 eV

Formula: C16H28N5O6
Source: the OMol25 dataset
Level of theory: ωB97M-V/def2-TZVPD

```
55
Properties=species:S:1:pos:R:3:mulliken_charge:R:1
O 2.971 1.994 0.269 -0.705
O 8.322 -1.473 2.516 -0.650
O -4.211 2.996 0.201 -0.716
O -5.496 -1.345 -0.713 -0.793
O -5.385 1.104 -4.353 -0.728
O -3.774 -2.723 -0.607 -0.788
C 2.773 0.936 0.851 0.443
C 7.205 -1.896 2.783 0.918
C -4.047 2.520 -0.913 0.704
C -4.365 -1.734 -1.085 0.559
C -5.403 0.602 -3.233 0.023
N -6.548 0.209 -2.667 0.003
N 1.474 0.583 1.161 -0.043
N 3.847 0.131 1.240 0.138
N 6.084 -1.432 2.087 0.219
N -4.202 1.217 -1.133 0.105
C 7.118 -2.971 3.859 -1.259
C -3.641 3.426 -2.057 -1.114
C -7.863 0.251 -3.296 -0.986
C -0.861 0.321 0.533 -0.986
C 0.296 1.302 0.689 -0.484
C 3.696 -0.816 2.355 -0.485
C 5.218 0.591 0.960 -0.620
C 4.730 -1.951 2.313 -0.803
C 6.222 -0.565 0.909 -0.861
C -3.632 -0.946 -2.186 -0.888
C -4.096 0.510 -2.418 0.313
H -6.458 -0.247 -1.757 0.320
H 1.338 -0.355 1.519 0.264
H -4.539 0.667 -0.352 0.236
H 6.529 -2.608 4.704 0.322
H 6.655 -3.874 3.455 0.332
H 8.119 -3.226 4.217 0.304
H -4.379 3.351 -2.853 0.302
H -2.664 3.121 -2.424 0.268
H -3.595 4.451 -1.695 0.344
H -7.994 -0.635 -3.918 0.298
H -7.948 1.142 -3.921 0.321
H -8.635 0.271 -2.526 0.341
H -0.621 -0.442 -0.213 0.360
H -1.759 0.852 0.207 0.197
H -1.080 -0.173 1.484 0.322
H 0.487 1.777 -0.280 0.343
H 0.026 2.087 1.403 0.204
H 2.703 -1.275 2.353 0.269
H 3.805 -0.267 3.296 0.208
H 5.265 1.113 -0.002 0.410
H 5.522 1.300 1.737 0.283
H 4.655 -2.511 3.249 0.418
H 4.475 -2.640 1.500 0.235
H 6.048 -1.158 0.005 0.302
H 7.227 -0.138 0.827 0.398
H -3.716 -1.492 -3.127 0.394
H -2.573 -0.912 -1.926 0.172
H -3.326 0.982 -3.026 0.320
```

LUMO level ... 2.0 eV
Spin multiplicity ... 1
Charge ... -1
HOMO level ... -0.1913 Eh
E_tot ... -36786.4227 eV

Formula: C16H28O8S2
Source: the OMol25 dataset
Level of theory: ωB97M-V/def2-TZVPD

```
54
Properties=species:S:1:pos:R:3:mulliken_charge:R:1
O -3.130 11.057 -19.874 -0.692
S -2.308 9.900 -19.577 1.142
O -0.976 10.196 -19.074 -0.594
C -3.137 8.665 -18.478 -0.543
C -2.837 7.322 -19.127 -0.658
C -2.887 7.479 -20.642 -0.544
C -2.083 8.743 -20.988 -0.583
H -4.179 8.974 -18.536 0.358
H -2.712 8.801 -17.490 0.199
H -1.849 6.927 -18.865 0.302
H -3.486 6.503 -18.811 0.430
H -3.900 7.822 -20.891 0.256
H -2.677 6.561 -21.179 0.309
H -2.326 9.277 -21.900 0.452
H -1.014 8.569 -20.858 0.191
O -6.598 2.474 -22.090 -0.641
S -5.246 2.053 -22.415 1.152
O -4.716 0.810 -21.914 -0.661
C -4.923 2.092 -24.248 -0.688
C -3.979 3.278 -24.528 -0.751
C -4.095 4.200 -23.309 -0.578
C -4.092 3.449 -22.003 -0.691
H -5.881 2.138 -24.762 0.358
H -4.440 1.126 -24.361 0.389
H -3.012 2.769 -24.427 0.285
H -4.007 3.731 -25.511 0.394
H -5.053 4.729 -23.420 0.316
H -3.435 5.063 -23.448 0.382
H -4.513 4.033 -21.194 0.385
H -3.132 2.965 -21.835 0.360
O 3.373 6.713 -19.926 -0.591
C 3.443 7.859 -19.604 0.467
C 2.872 9.060 -20.303 0.085
C 3.632 10.229 -19.650 -0.543
C 4.188 9.650 -18.349 -0.108
O 4.095 8.234 -18.499 -0.383
H 3.177 9.058 -21.347 0.288
H 1.794 9.065 -20.162 -0.089
H 4.505 10.549 -20.216 0.280
H 2.890 11.019 -19.545 0.308
H 5.196 9.966 -18.085 0.318
H 3.602 9.979 -17.481 -0.024
O 0.015 10.017 -12.228 -0.543
C 0.059 9.915 -13.411 0.462
C -1.014 9.312 -14.326 -0.521
C -0.568 9.780 -15.680 0.066
C 0.939 9.710 -15.540 -0.447
O 1.214 10.053 -14.139 -0.385
H -0.945 8.220 -14.326 0.283
H -2.032 9.522 -14.005 0.386
H -0.812 9.124 -16.520 -0.090
H -0.851 10.775 -16.026 0.292
H 1.360 8.707 -15.593 0.267
H 1.411 10.429 -16.204 0.186
```

LUMO level ... 0.1 eV
Spin multiplicity ... 1
HOMO level ... -0.3777 Eh
E_tot ... -55094.9797 eV

Formula: C16H29AsNO2ScSe2
Source: the OMol25 dataset
Level of theory: ωB97M-V/def2-TZVPD

```
52
Properties=species:S:1:pos:R:3:mulliken_charge:R:1
Sc 8.811 9.809 7.691 0.692
N 9.020 11.514 6.172 -0.325
C 9.170 12.873 6.667 -0.497
C 10.506 12.863 7.491 -0.673
C 10.430 11.946 8.717 0.542
O 11.396 11.902 9.464 -0.559
O 9.291 11.321 8.995 -0.399
H 9.822 11.282 5.624 0.315
H 8.160 11.328 5.714 0.308
H 8.400 13.212 7.330 0.368
H 9.318 13.573 5.806 0.366
H 10.749 13.877 7.775 0.402
H 11.346 12.351 6.943 0.212
C 5.970 9.969 9.179 -0.795
Se 6.119 9.581 7.240 0.095
C 6.261 7.615 6.649 -0.752
C 7.620 7.028 6.721 -0.532
Se 8.941 8.084 5.455 0.026
C 10.433 7.080 6.013 -0.406
H 5.035 10.535 9.295 0.366
H 6.824 10.677 9.373 0.335
H 5.873 9.060 9.785 0.354
H 5.825 7.719 5.636 0.437
H 5.530 7.167 7.391 0.455
H 7.719 6.004 6.271 0.519
H 7.961 7.079 7.835 0.144
H 10.472 7.220 7.089 -0.302
H 11.345 7.462 5.568 0.410
H 10.285 6.045 5.747 0.380
C 9.989 8.714 11.421 -1.041
As 10.488 7.848 9.783 0.356
C 12.355 8.410 9.488 -0.946
C 10.669 5.883 10.182 -0.841
C 10.786 5.744 11.629 0.575
C 11.990 5.787 12.271 -0.063
C 12.116 5.375 13.569 -0.387
C 11.095 4.992 14.412 -0.576
C 9.801 5.030 13.763 -0.624
C 9.681 5.315 12.433 -0.517
H 10.830 8.897 12.112 0.426
H 9.150 8.231 12.029 0.393
H 9.659 9.804 11.207 0.301
H 13.162 7.986 10.197 0.355
H 12.159 9.497 9.622 0.303
H 12.567 8.188 8.436 0.312
H 11.486 5.505 9.518 0.514
H 9.666 5.574 9.831 0.383
H 12.851 6.284 11.742 0.076
H 13.161 5.294 13.966 0.294
H 11.335 4.797 15.431 0.448
H 9.062 4.503 14.359 0.347
H 8.768 5.187 11.923 0.424
```

LUMO level ... -7.5 eV
Spin multiplicity ... 1
Energy above the lowest of the compared OMol25 structures with the same formula, charge and spin ... 51.9 kcal per mole
Charge ... +2
HOMO level ... -0.4890 Eh
E_tot ... -234863.9559 eV